Record 1
{"formula": "C8H13PS", "method": "ωB97M-V/def2-TZVPD", "symbols": ["H", "C", "C", "H", "H", "H", "C", "C", "P", "H", "C", "C", "H", "H", "S", "H", "H", "H", "H", "H", "C", "C", "H"], "coordinates": [[-2.3501, 1.2391, -2.4045], [1.4435, 0.5378, 0.8556], [1.3452, -0.7283, 1.2794], [-0.5367, -3.4050, -0.0137], [-0.1959, 2.8028, -2.2754], [-0.2446, -3.0383, 1.7010], [-1.0970, 2.8923, -1.7702], [0.1787, -3.0746, 0.6881], [0.7224, 0.7669, -0.7342], [-3.2387, 2.8021, -1.9037], [0.1618, -1.0650, -0.7116], [0.6485, -1.6892, 0.3790], [1.6838, 1.3853, 1.5131], [1.0896, -3.7253, 0.8445], [-0.9012, 1.9863, -0.1442], [2.3929, -2.1450, 2.5950], [-1.1848, 3.8691, -1.4472], [1.0325, -1.4034, 3.2301], [-0.4394, -1.5561, -1.4576], [2.3719, -0.4955, 3.1260], [1.7751, -1.2111, 2.6112], [-2.3377, 2.4285, -2.4438], [-2.3200, 2.8266, -3.5170]], "nbo_charge": [0.215, -0.557, -0.001, 0.226, 0.218, 0.219, -0.472, -0.634, 0.663, 0.217, -0.457, -0.021, 0.242, 0.217, -0.093, 0.212, 0.206, 0.214, 0.214, 0.219, -0.632, -0.626, 0.214], "multiplicity": 1, "relative_energy_kcal_mol": 1.5, "energy_ev": -28629.4702, "orbital_gap_ev": 8.660, "largest_force_ha_per_bohr": 0.09488}


Record 2
{"formula": "C25H46Cl2N2O19P2", "method": "ωB97M-V/def2-TZVPD", "symbols": ["H", "H", "C", "O", "C", "H", "C", "H", "H", "H", "C", "H", "H", "O", "H", "Cl", "C", "O", "H", "H", "H", "H", "C", "C", "O", "H", "H", "H", "C", "C", "P", "H", "H", "O", "C", "H", "C", "H", "H", "C", "C", "H", "H", "O", "C", "N", "H", "H", "O", "H", "H", "C", "C", "H", "C", "H", "N", "H", "H", "H", "C", "H", "H", "C", "H", "H", "H", "O", "C", "O", "H", "O", "Cl", "P", "H", "O", "O", "C", "H", "O", "O", "H", "O", "H", "O", "H", "C", "O", "C", "H", "H", "H", "C", "C", "O", "O"], "coordinates": [[3.9001, -0.3009, -0.1828], [-1.4843, -2.2785, -3.1039], [-1.6550, -2.0085, -1.9903], [1.2663, 8.2601, 0.5228], [-6.5411, -2.5396, 7.2161], [3.2140, 9.0082, 0.4570], [-7.6170, -2.3196, 6.1689], [1.1596, -8.9174, 3.0782], [0.6245, -3.7727, -3.3730], [-0.5632, -9.0279, 0.5498], [2.2822, 9.1307, 1.0138], [0.3738, -10.3562, 2.4118], [-3.6072, -1.2748, -0.9860], [-3.8991, -4.1182, 5.5402], [2.7489, -4.4561, 1.5832], [-0.9870, -0.8344, 3.2467], [1.1577, -6.5000, 1.5885], [1.7645, 3.6860, -6.6546], [-7.2001, -1.8923, 5.2541], [0.8508, 3.1161, 1.3789], [-8.0821, -3.2695, 5.8919], [-0.0690, 4.4092, -0.5176], [1.0401, -1.2324, -2.0557], [1.6732, 0.2787, 1.4909], [1.1659, 1.3597, 1.9731], [-3.5096, -3.6925, 3.5519], [-1.8392, 0.8799, -1.2790], [1.1882, -8.8584, 0.5459], [3.2177, 6.9732, -4.5241], [1.6286, 4.7544, -5.8484], [-1.6475, -0.9349, 1.2469], [1.4776, -3.3136, 2.0484], [-0.1274, 4.4773, 1.9843], [0.0859, -7.2126, 1.2046], [2.2322, 7.0192, -5.6771], [-1.7114, -3.0995, 0.6647], [3.3168, -0.1426, -1.1662], [3.2582, 7.9366, -4.0121], [3.6718, 1.8908, 0.4101], [0.7809, 4.2066, 1.4379], [3.2640, 1.4438, -1.5265], [-3.6137, -1.3389, -2.8248], [2.4440, 8.9497, 2.0791], [1.0548, -0.6154, -4.7934], [-0.3368, -1.3965, -1.3295], [1.8765, -0.5860, -1.0168], [-6.9986, -2.9383, 8.1243], [2.5245, 7.8120, -6.3694], [3.1718, 2.2840, -0.3427], [1.6824, 4.5831, -0.5049], [1.2180, 7.2468, -5.3351], [0.3077, -9.2694, 2.4920], [0.7695, 4.8196, 0.0503], [1.9956, -4.5461, 3.2113], [-2.6662, 0.5100, -1.9739], [2.3402, 1.6990, -2.1736], [-0.2993, -0.9099, 0.0776], [3.6209, -1.2789, -4.2335], [-2.3811, -2.9370, 4.7277], [-1.9191, -3.0172, -1.4814], [-2.9745, -3.8238, 4.4954], [-0.5933, -9.0070, 3.0529], [-8.3867, -1.6414, 6.5428], [1.8232, -4.3437, 2.1520], [0.1915, 2.6072, -5.8044], [-6.0433, -1.6042, 7.4891], [4.1832, 1.7998, -2.1123], [0.7979, -5.2045, 1.6536], [-4.6976, -3.0853, 5.8644], [-2.3840, -2.5032, 1.0730], [1.9357, 10.1572, 0.8849], [3.1209, -2.1201, -4.0480], [-4.2213, 1.3487, -1.3665], [1.4807, -1.7397, -3.8261], [1.6255, 4.5717, 2.0272], [-5.5823, -3.5119, 6.7797], [0.5683, 6.2408, 0.1079], [1.2339, 2.4815, -6.1052], [2.9401, 6.2095, -3.7938], [2.2498, -6.9417, 1.8540], [2.2494, 5.7958, -6.4248], [1.8430, 2.1602, -5.2572], [1.0650, 4.7626, -4.7790], [4.2179, 6.7183, -4.8847], [0.6124, -3.1870, -4.1757], [-2.4679, 0.9050, -3.0396], [-2.9592, -1.0674, -1.9100], [-4.6394, -1.9743, 5.3919], [1.6314, 6.9638, 0.4883], [3.7964, -0.7424, -2.0146], [-2.2979, -4.6739, 4.3947], [1.2791, 1.7108, -6.8756], [1.0622, -0.4200, 0.1753], [0.2823, -8.6305, 1.1159], [2.7395, -0.2912, 2.1522], [2.7236, 6.5325, 0.7754]], "lowdin_charge": [0.144, 0.118, -0.150, -0.006, -0.214, 0.094, -0.069, 0.075, 0.090, 0.122, -0.055, 0.081, 0.082, 0.002, 0.100, 0.294, -0.590, 0.000, 0.074, 0.030, 0.082, 0.120, -0.081, -0.540, -0.073, 0.091, 0.059, 0.125, -0.066, -0.587, 0.718, 0.077, 0.085, 0.023, -0.213, 0.046, -0.065, 0.080, 0.104, -0.066, -0.189, 0.127, 0.098, -0.323, -0.127, -0.016, 0.122, 0.122, -0.091, 0.110, 0.126, -0.067, -0.209, 0.106, -0.536, 0.137, -0.150, 0.094, 0.057, 0.118, -0.057, 0.083, 0.080, -0.035, 0.098, 0.125, 0.126, -0.020, -0.584, -0.343, 0.091, -0.183, 0.468, 0.666, 0.081, 0.031, 0.030, -0.057, 0.071, 0.126, 0.030, 0.081, 0.115, 0.081, -0.172, 0.096, -0.270, 0.117, -0.588, 0.114, 0.095, 0.093, -0.012, -0.214, -0.130, 0.116], "multiplicity": 1, "energy_ev": -112174.5880, "orbital_gap_ev": 7.584, "largest_force_ha_per_bohr": 0.14329}


Record 3
{"formula": "C28H43BrGeI2N3O5Si3Ti", "method": "ωB97M-V/def2-TZVPD", "symbols": ["C", "H", "C", "O", "Ge", "C", "C", "C", "C", "Ti", "H", "H", "H", "H", "H", "H", "C", "I", "C", "C", "H", "H", "Br", "H", "H", "C", "H", "O", "C", "C", "C", "H", "H", "C", "Si", "H", "H", "C", "C", "H", "C", "H", "H", "H", "Si", "C", "C", "H", "H", "C", "C", "H", "C", "H", "H", "N", "H", "H", "N", "H", "H", "O", "H", "H", "H", "C", "H", "C", "H", "C", "N", "H", "H", "H", "C", "H", "H", "H", "H", "C", "Si", "C", "O", "H", "I", "H", "O"], "coordinates": [[5.3910, 2.3101, 4.6801], [1.6758, -1.5204, 2.0436], [0.2380, 3.3559, -1.6657], [-2.0260, -0.1374, 0.6434], [-0.2357, -1.4915, -1.2641], [4.2123, 2.9482, 4.3332], [3.4176, 0.8738, 3.4192], [3.2213, 2.2185, 3.6922], [1.5282, 3.8535, -1.5122], [-0.3083, -0.0044, 1.4499], [0.0532, 0.7830, -5.2009], [1.8011, -3.1469, -3.9905], [2.6290, -4.4819, -3.1724], [-1.0418, -4.7900, -1.7419], [2.9423, 1.0988, -0.1118], [-4.6885, 2.5210, 0.5377], [3.2679, -1.9073, -1.4321], [-1.5992, -0.4233, 3.9523], [2.4981, 3.0347, -0.9466], [-4.1721, 5.5374, 2.0212], [-0.5388, 3.9853, -2.0852], [-2.3195, 1.4101, -3.6769], [6.7660, 3.3056, 5.5254], [-3.9417, -1.7222, -1.7851], [4.7353, -0.8002, 3.5450], [-1.2416, -1.9984, -4.6817], [2.2890, 2.6815, 3.3956], [1.2502, 0.6725, 2.5132], [0.8968, 1.2177, -0.7203], [-2.8848, 5.3130, 2.4952], [-2.4993, 0.3907, -3.3250], [1.9304, -3.8009, 0.8086], [-4.0680, -1.3953, -0.0536], [5.6066, 0.9701, 4.4036], [-0.9152, -0.6389, -3.4065], [-3.2899, -0.0501, -3.9377], [-0.2083, -2.4097, 2.2880], [-4.1881, 3.3161, 1.0701], [4.6057, 0.2503, 3.7674], [-2.0129, -3.8319, -2.8533], [-2.8826, 3.1110, 1.5332], [-4.6728, 6.4783, 2.2126], [-4.5144, -2.9922, -0.6907], [-1.2504, -1.5574, -5.6835], [1.6770, -2.9025, -1.4958], [2.1881, 1.7404, -0.5542], [1.7453, -3.8358, -3.1424], [-1.0827, 1.6888, -1.4007], [-1.2406, 3.9246, 2.6331], [1.7953, -4.2400, -0.1816], [-0.0714, 2.0625, -1.2845], [0.7199, 1.2503, -3.6259], [-3.8134, -2.1574, -0.7893], [-5.8216, 4.6802, 0.9494], [-2.8802, 0.4628, -2.3023], [-2.8652, 0.8888, 0.7011], [6.5414, 0.5012, 4.6757], [1.7670, 4.8676, -1.8081], [-2.2324, 1.9165, 1.2849], [0.8830, -4.8412, -0.1468], [3.5063, 3.4090, -0.8043], [0.2007, -1.8483, 1.6193], [4.0717, 3.9973, 4.5509], [3.4409, -1.5228, -0.4241], [-2.2028, -2.4919, -4.5211], [-2.2342, 4.1144, 2.2567], [-2.3803, 6.0793, 3.0721], [-4.8128, 4.5264, 1.3143], [-1.0830, -4.1490, 1.3289], [-2.0680, -3.7475, 1.0827], [0.6583, -0.0988, -0.3084], [2.6397, -4.9071, -0.3828], [-0.4692, -2.7709, -4.6582], [3.2179, -1.0453, -2.1030], [-1.9707, -4.2178, -1.8326], [1.3118, -0.2010, -4.4274], [4.1209, -2.5278, -1.7246], [-2.7567, -4.5926, 0.9909], [0.8621, -4.4650, -3.2851], [0.4170, 0.4022, -4.2410], [-2.0808, -2.8218, -0.5377], [2.3226, 0.1216, 2.7375], [2.5562, -1.1183, 2.4334], [-2.8098, -4.9068, -1.6981], [-3.8779, -2.4264, 6.1098], [-2.4057, -3.1266, 1.9186], [-0.9399, 1.7922, 1.6279]], "lowdin_spin": [0.001, 0.000, 0.000, 0.053, 0.003, 0.000, 0.000, 0.001, 0.002, 0.307, 0.000, 0.000, 0.000, 0.000, 0.000, 0.004, 0.000, 0.006, 0.000, 0.034, 0.000, 0.000, 0.000, 0.000, 0.000, 0.000, 0.000, 0.001, 0.002, 0.000, 0.001, 0.000, 0.000, 0.000, 0.001, 0.000, 0.001, 0.030, 0.001, 0.000, 0.009, 0.003, 0.000, 0.000, 0.000, 0.003, 0.000, 0.000, 0.002, 0.000, 0.003, 0.000, 0.000, -0.001, 0.001, 0.379, 0.000, 0.000, 0.116, 0.000, 0.000, 0.001, 0.000, 0.000, 0.000, 0.025, -0.001, -0.001, 0.000, 0.000, 0.012, 0.000, 0.000, 0.000, 0.000, 0.000, 0.000, 0.000, 0.000, 0.000, 0.000, 0.007, 0.005, 0.000, 0.000, 0.000, -0.014], "multiplicity": 2, "relative_energy_kcal_mol": 46.8, "s2": 0.77, "energy_ev": -233956.7337, "orbital_gap_ev": [3.958, 3.962], "total_charge": -2, "largest_force_ha_per_bohr": 0.02735}


Record 4
{"formula": "C5H12NOS", "method": "ωB97M-V/def2-TZVPD", "symbols": ["H", "H", "C", "H", "H", "H", "C", "H", "S", "H", "C", "O", "C", "H", "H", "H", "N", "H", "C", "H"], "coordinates": [[2.7568, 0.9398, -1.3261], [-0.7256, -2.0934, -0.7212], [1.9504, 0.3000, -1.7005], [0.0074, 2.7203, 0.3710], [-0.3240, 0.9801, -0.8978], [1.9405, -0.5977, 0.2807], [-0.9260, -0.4854, 0.8834], [-1.7743, 0.0776, 1.2068], [-2.6384, -2.7778, 0.7965], [1.4236, 2.0360, 0.9227], [0.1145, 0.5655, 0.1480], [1.0104, 0.7986, -2.3718], [-1.5265, -1.5231, -0.1673], [2.5149, -0.5476, -2.2108], [-0.4512, -1.0150, 1.6359], [-3.2544, -1.8338, 1.5100], [1.2893, -0.2671, -0.3739], [-2.0227, -0.9493, -0.9978], [0.3691, 1.7521, 0.9647], [0.2661, 1.9201, 2.0476]], "nbo_charge": [0.029, 0.246, 0.191, 0.200, 0.274, 0.322, -0.402, 0.175, -0.143, 0.220, -0.108, -0.892, -0.458, 0.047, 0.189, 0.108, -0.743, 0.213, -0.665, 0.198], "multiplicity": 1, "relative_energy_kcal_mol": 89.3, "energy_ev": -19750.3599, "orbital_gap_ev": 5.753, "total_charge": -1, "largest_force_ha_per_bohr": 0.09793}